C9H18Cl12F6O3P | ωB97M-V/def2-TZVPD

Geometry as ORCA input:
```
! wB97M-V def2-TZVPD RIJCOSX def2/J DEFGRID3
* xyz -1 1
P 1.0473 -0.3916 -0.4912
F 0.8542 -1.9870 -0.2775
F 0.9617 -0.5787 -2.0779
F -0.5472 -0.1864 -0.4595
F 1.2737 1.2058 -0.7022
F 1.0993 -0.1757 1.1181
F 2.6604 -0.6087 -0.5359
C -3.1472 0.0699 0.7568
O -3.6277 0.3163 2.0824
C -4.5619 -0.4702 2.5476
O -5.2071 -0.2185 3.5195
O -4.6211 -1.6072 1.8449
C -5.5286 -2.5925 2.2791
H -2.5946 0.9245 0.3939
H -3.9687 -0.0929 0.0560
H -2.4922 -0.7952 0.7534
H -5.1062 -3.1615 3.1118
H -5.7415 -3.2372 1.4362
H -6.4388 -2.1369 2.6755
C 3.2726 1.8118 -3.3609
Cl 2.3611 1.4692 -4.8260
Cl 3.3056 3.5529 -2.9598
H 2.8282 1.2686 -2.5382
H 4.3081 1.5466 -3.5089
C -0.0399 2.8748 1.7436
Cl -1.5171 3.7760 2.0051
Cl 1.1878 3.2216 2.9949
H -0.2509 1.8130 1.7772
H 0.4412 3.1113 0.8023
C 4.0470 1.0963 1.4010
Cl 4.2457 1.3126 3.1427
Cl 4.8285 2.4204 0.4888
H 4.5175 0.1692 1.1137
H 3.0006 1.1346 1.1419
C 3.3595 -2.4354 -3.1723
Cl 2.2919 -2.1597 -4.5462
Cl 4.7001 -1.3088 -3.0654
H 2.7840 -2.3830 -2.2558
H 3.7469 -3.4399 -3.2944
C -1.4258 2.3649 -2.0933
Cl -2.9068 2.9765 -1.3193
Cl -0.8928 3.3836 -3.4346
H -0.6325 2.3747 -1.3613
H -1.6230 1.3638 -2.4458
C 0.0433 -3.0412 1.8157
Cl -1.6873 -2.7805 2.1725
Cl 0.6999 -4.4192 2.7060
H 0.1324 -3.2185 0.7543
H 0.5605 -2.1327 2.0916
*
```

Properties
Kohn-Sham gap: 10.78 eV
energy above the lowest of the compared OMol25 structures with the same formula, charge and spin: 0.0 kcal per mole
HOMO energy: -0.306 hartree

***

C14H9Cl4F5NO4S2 | ωB97M-V/def2-TZVPD

Geometry as ORCA input:
```
! wB97M-V def2-TZVPD RIJCOSX def2/J DEFGRID3
* xyz -1 1
O 3.0940 -3.0066 0.9790
S 3.7782 -2.1742 -0.0841
O 5.2333 -2.6009 -0.1072
N 3.6653 -0.5217 0.3211
S 2.1832 0.1502 -0.1520
O 2.0070 0.2796 -1.6548
O 2.1816 1.5637 0.3772
C 0.6768 -0.6924 0.5953
F 0.9794 -1.2360 1.8489
F -0.3012 0.3269 0.8677
C -0.0527 -1.7152 -0.3836
F 0.7774 -2.6367 -0.9911
F -0.8421 -1.0419 -1.3071
F -0.9424 -2.4665 0.4194
H 3.2720 -2.4689 -1.3517
Cl -3.0055 -2.9735 -6.9276
C -3.4909 -2.7417 -5.2852
C -2.5775 -2.7424 -4.2329
Cl -0.8829 -2.9621 -4.4826
C -3.0258 -2.5596 -2.9270
C -4.3791 -2.3739 -2.6714
C -5.2896 -2.3679 -3.7221
C -4.8458 -2.5520 -5.0262
H -2.3230 -2.5612 -2.1040
H -4.7231 -2.2334 -1.6528
H -6.3458 -2.2201 -3.5252
H -5.5612 -2.5477 -5.8406
Cl 0.2219 2.1745 2.2565
C 1.0794 3.2568 3.2899
C 2.2812 2.9041 3.9026
Cl 3.0168 1.3601 3.6691
C 2.9277 3.8152 4.7351
C 2.3810 5.0744 4.9545
C 1.1853 5.4285 4.3397
C 0.5363 4.5215 3.5101
H 3.8611 3.5464 5.2163
H 2.8878 5.7792 5.6048
H 0.7583 6.4116 4.5071
H -0.3962 4.8038 3.0350
*
```

Properties
Kohn-Sham gap: 8.77 eV
energy above the lowest of the compared OMol25 structures with the same formula, charge and spin: 0.0 kcal per mole
HOMO energy: -0.237 hartree

***

C2H5NOS | ωB97M-V/def2-TZVPD

Geometry as ORCA input:
```
! wB97M-V def2-TZVPD RIJCOSX def2/J DEFGRID3
* xyz 0 1
C 0.4224 1.9535 -0.4530
C -0.5818 -0.7514 0.5812
H 0.1040 1.4986 -1.4210
H -0.4330 2.5977 0.0401
H 1.1352 2.6599 -0.7527
H -0.5265 0.5652 2.1047
H -1.3267 -0.9220 1.2901
N 0.1505 0.1801 1.0528
O 1.0919 1.0993 0.5981
S -0.4866 -1.4792 -0.8866
*
```

Properties
Kohn-Sham gap: 8.59 eV
energy above the lowest of the compared OMol25 structures with the same formula, charge and spin: 111.7 kcal per mole
HOMO energy: -0.310 hartree

***

C34H32BrN3PdSeTe | ωB97M-V/def2-TZVPD

Geometry as ORCA input:
```
! wB97M-V def2-TZVPD RIJCOSX def2/J DEFGRID3
* xyz -2 1
Pd 2.2541 0.1637 1.4744
C 0.6964 -5.1585 -1.5997
C 1.8263 -4.2640 -1.1759
C 1.9173 -2.9493 -1.6359
C 2.9353 -2.1343 -1.1900
C 3.8432 -2.6808 -0.2844
Br 5.2058 -1.5376 0.3736
N 3.7982 -3.9172 0.1584
C 2.7967 -4.6849 -0.2852
H 0.6658 -5.2725 -2.6853
H -0.2609 -4.7348 -1.2908
H 0.7917 -6.1502 -1.1549
H 1.1700 -2.5557 -2.3164
H 3.0004 -1.0918 -1.4724
H 2.7719 -5.6991 0.1055
C -1.2203 0.2866 1.4477
Te 0.0287 -1.2903 0.7147
C -1.3481 -2.4021 2.0635
C -2.6520 -1.6707 1.9415
C -3.9001 -2.2707 2.0705
C -5.0652 -1.5359 1.8830
C -4.9882 -0.1896 1.5540
C -3.7474 0.4213 1.4191
C -2.5812 -0.3066 1.6214
H -1.1916 1.1030 0.7345
H -0.7830 0.6209 2.3915
H -0.9465 -2.3408 3.0781
H -1.4368 -3.4538 1.7865
H -3.9582 -3.3290 2.3041
H -6.0312 -2.0200 1.9748
H -5.8922 0.3820 1.3787
H -3.6776 1.4622 1.1196
C 1.4639 0.8252 -0.3104
C 0.6200 1.1549 -1.1499
C -0.3942 1.4974 -2.0903
C -0.4093 0.8174 -3.3554
C 0.4465 -0.2935 -3.5789
C 0.4849 -0.9736 -4.7784
C -0.3211 -0.5943 -5.8519
C -1.1422 0.5161 -5.6769
C -1.1862 1.2060 -4.4782
C -1.3835 2.4554 -1.6584
C -2.7060 2.5320 -2.1675
C -3.6380 3.4243 -1.6679
C -3.3271 4.3009 -0.6315
C -2.0376 4.2410 -0.1034
C -1.1000 3.3556 -0.5968
H 1.0950 -0.5809 -2.7612
H 1.1610 -1.8173 -4.8867
H -0.2934 -1.1308 -6.7929
H -1.7566 0.8654 -6.5020
H -1.8073 2.0886 -4.4139
H -3.0190 1.8331 -2.9307
H -4.6418 3.4168 -2.0829
H -4.0624 4.9956 -0.2433
H -1.7570 4.9009 0.7121
H -0.1114 3.3169 -0.1563
C 2.4108 3.7114 1.8665
N 2.5828 2.6630 2.8399
C 1.6798 2.3319 3.8115
C 1.9035 1.0786 4.2415
N 2.9442 0.5190 3.4507
C 3.8844 -0.3924 4.0861
C 3.3836 1.5358 2.5230
Se 5.2346 1.8267 2.1490
H 1.7933 4.5013 2.2961
H 1.9391 3.3082 0.9619
H 3.3904 4.1082 1.6025
H 0.9052 3.0190 4.1121
H 1.4038 0.4961 4.9954
H 4.4564 0.1280 4.8598
H 4.5726 -0.7691 3.3360
H 3.3172 -1.2180 4.5173
*
```

Properties
Kohn-Sham gap: 4.09 eV
energy above the lowest of the compared OMol25 structures with the same formula, charge and spin: 63.4 kcal per mole
HOMO energy: -0.001 hartree

***

C21H31N3O3 | ωB97M-V/def2-TZVPD

Geometry as ORCA input:
```
! wB97M-V def2-TZVPD RIJCOSX def2/J DEFGRID3
* xyz 0 1
C 2.7474 3.1017 -0.7682
C 2.8635 1.9519 -1.7625
C 2.7641 0.5776 -1.1016
C 1.3572 0.2935 -0.5553
N 1.1490 -1.0174 0.0308
C 1.2097 -2.1111 -0.9200
C 0.3320 -3.2810 -0.4806
H 0.2273 -3.9934 -1.2961
H -0.6497 -2.9092 -0.1992
H 0.7611 -3.8044 0.3695
H 0.8355 -1.7325 -1.8737
H 2.2424 -2.4675 -1.0803
C 1.9423 -1.2770 1.2242
C 1.7919 -0.1866 2.2288
C 2.6937 0.6427 2.8262
C 1.9455 1.5191 3.6532
C 0.6399 1.1594 3.5033
O 0.5455 0.1187 2.6452
C -0.6432 1.7260 4.0216
N -1.6935 1.5055 3.0492
C -2.7865 0.7631 3.3826
O -3.1424 0.5632 4.5258
N -3.5277 0.2740 2.3228
C -3.1251 0.1313 0.9868
C -2.6400 1.2065 0.2411
C -2.2065 1.0177 -1.0535
C -2.2698 -0.2394 -1.6549
C -2.8205 -1.2969 -0.9396
C -3.2344 -1.1083 0.3665
H -3.6455 -1.9425 0.9170
H -2.9280 -2.2738 -1.3839
O -1.7862 -0.3175 -2.9244
C -1.8500 -1.5551 -3.6052
C -1.2046 -1.3654 -4.9691
H -1.2372 -2.2969 -5.5268
H -0.1695 -1.0561 -4.8509
H -1.7329 -0.5965 -5.5260
H -2.8975 -1.8673 -3.7212
H -1.3144 -2.3279 -3.0370
H -1.8196 1.8433 -1.6300
H -2.6339 2.1996 0.6644
H -4.2376 -0.3759 2.6343
H -1.3728 1.4195 2.0950
H -0.9577 1.2446 4.9560
H -0.5172 2.7979 4.2146
H 2.3284 2.3066 4.2689
H 3.7567 0.6378 2.6960
H 1.5715 -2.2102 1.6593
H 3.0167 -1.4065 1.0049
H 0.6278 0.4036 -1.3624
H 1.1130 1.0317 0.2110
H 3.0206 -0.1887 -1.8372
H 3.4893 0.5212 -0.2873
H 3.8277 2.0244 -2.2721
H 2.0818 2.0450 -2.5201
H 3.4828 2.9934 0.0262
H 2.9205 4.0517 -1.2689
H 1.7591 3.1325 -0.3173
*
```

Properties
Kohn-Sham gap: 8.85 eV
energy above the lowest of the compared OMol25 structures with the same formula, charge and spin: 52.9 kcal per mole
SMILES: CCCCN(CC)Cc1ccc(CNC(=O)Nc2ccc(OCC)cc2)o1
HOMO energy: -0.298 hartree

***

C2CuN2O12 | ωB97M-V/def2-TZVPD

Geometry as ORCA input:
```
! wB97M-V def2-TZVPD RIJCOSX def2/J DEFGRID3
* xyz -4 2
Cu 0.1216 0.1196 -0.3570
N 2.2279 1.7635 1.8263
O 3.3049 2.3591 1.5415
O 1.6330 1.0618 0.9441
O 1.7946 1.8316 2.9628
N -2.5407 -1.9765 0.0225
O -1.9263 -3.0377 -0.2981
O -3.7294 -1.9343 0.3045
O -1.7660 -0.9883 0.1861
C 1.5305 -2.2795 -1.1385
O 1.3538 -2.3597 0.1352
O 2.6832 -2.5652 -1.6663
O 0.8246 -1.4209 -1.7907
C -1.4051 2.3517 -0.6572
O -0.6965 2.1134 0.3547
O -1.0291 1.7918 -1.7183
O -2.3808 3.1697 -0.6516
*
```

Properties
Kohn-Sham gap (alpha / beta): 4.86 / 4.48 eV
energy above the lowest of the compared OMol25 structures with the same formula, charge and spin: 18.7 kcal per mole
<S²>: 0.76
HOMO energy (alpha / beta): 0.200 / 0.214 hartree